This record from the OMol25 dataset describes C19H20N4O2Re as an isolated structure. The level of theory is the ωB97M-V functional and the def2-TZVPD basis.

```
46
Properties=species:S:1:pos:R:3:lowdin_charge:R:1
N -0.510 2.710 0.369 0.147
C 0.650 4.973 -0.206 -0.018
C -0.448 -1.405 -2.783 0.009
C 4.962 -3.233 -1.045 0.054
H -5.319 -2.277 0.007 0.121
C -1.012 -0.174 -2.463 0.009
C -1.097 2.149 3.759 0.099
O 2.427 1.525 0.943 0.199
H -2.063 -0.117 -2.208 0.134
H 1.230 4.861 -1.131 0.101
H -1.041 -2.320 -2.826 0.163
H -2.968 1.937 4.862 0.159
C -2.409 0.139 3.761 0.100
H -0.141 5.718 -0.360 0.121
H 2.791 -0.317 -3.216 0.153
H 1.694 1.901 -2.828 0.163
H -0.731 1.935 -2.204 0.134
N -0.376 0.245 2.486 0.105
C 0.192 -2.037 0.331 -0.150
H 5.306 -3.163 -0.003 0.145
Re 1.217 -0.800 -0.746 1.417
C 0.960 -1.473 -2.938 -0.154
C 3.757 -2.436 -1.179 -0.004
O -0.432 -2.830 0.941 0.197
H -3.247 -0.484 4.066 0.155
H 1.437 -2.415 -3.202 0.153
N -2.697 -0.629 0.368 0.147
C 1.102 0.986 -2.784 0.007
H -4.185 -2.849 -1.262 0.104
C -4.294 -2.607 -0.198 -0.018
C -3.378 -1.539 0.135 -0.238
C -0.251 0.998 -2.459 0.009
H 1.309 5.306 0.606 0.113
C -0.163 1.468 2.948 -0.052
C -2.241 1.463 4.190 0.060
H 0.786 1.925 2.667 0.113
N 2.800 -1.819 -0.934 -0.020
C -1.411 -0.441 2.945 -0.052
H 5.728 -2.852 -1.733 0.135
H -4.073 -3.500 0.398 0.109
C 1.941 0.644 0.328 -0.144
C 1.739 -0.268 -2.945 -0.148
C 0.043 3.705 0.130 -0.236
H -1.453 -1.492 2.661 0.113
H -0.866 3.168 4.061 0.155
H 4.735 -4.275 -1.309 0.135
```

Values from the calculation:
spin multiplicity = 4
HOMO-LUMO gap (alpha / beta) = 7.12 / 5.42 eV
LUMO energy (alpha / beta) = -15.272 / -17.008 eV
energy above the lowest of the compared OMol25 structures with the same formula, charge and spin = 98.5 kJ/mol
total charge = +4



This record from the OMol25 dataset describes one molecule with the formula C19H20N4O3S. The level of theory is the ωB97M-V functional and the def2-TZVPD basis.

```
47
Properties=species:S:1:pos:R:3:lowdin_charge:R:1
H -2.005 -0.660 -2.214 0.110
C -0.553 0.175 0.706 -0.235
C -0.272 1.514 0.455 0.003
C -1.184 -0.591 -0.261 -0.016
H 4.476 3.116 -1.386 0.104
H -0.382 3.099 -0.977 0.126
H -2.897 0.638 -3.682 0.117
O -1.499 1.956 -2.901 -0.042
H -0.915 -2.987 4.657 0.053
C 3.478 1.494 -0.429 -0.023
C -0.956 -1.029 2.860 -0.594
C -1.516 -0.036 -1.483 -0.006
H -2.511 -1.251 5.066 0.081
C 1.093 -0.510 2.457 -0.260
C -1.016 0.433 -4.754 -0.062
H -4.175 -1.546 4.459 0.081
C 3.343 1.963 -2.785 -0.096
C -2.054 1.261 -4.002 -0.237
C 3.821 2.269 -1.525 -0.083
H 0.195 2.121 1.216 0.127
S -2.675 -1.176 2.686 1.012
C -1.219 1.298 -1.752 -0.267
H -1.481 -0.047 -5.611 0.079
H -0.215 1.081 -5.102 0.075
N -0.222 -1.448 3.863 -0.009
C -3.120 -1.791 4.344 -0.359
O -3.871 -4.071 4.389 0.040
C -0.598 2.065 -0.762 0.020
O 2.219 -0.427 0.406 -0.037
C 2.520 0.861 -2.953 -0.079
C 2.634 0.404 -0.595 -0.274
H -1.407 -1.628 -0.062 0.120
H 2.338 1.088 1.825 0.120
C 2.303 -0.007 1.752 -0.107
H 3.192 -0.424 2.240 0.143
H 3.616 2.573 -3.632 0.100
H 3.887 1.741 0.539 0.107
C -2.938 -3.304 4.471 -0.634
H 1.521 -0.772 -1.975 0.118
N -0.172 -0.407 1.933 0.049
N 1.056 -1.129 3.599 0.085
H 2.152 0.605 -3.935 0.098
C 2.164 0.087 -1.869 -0.012
N -1.670 -3.670 4.711 0.162
H -2.439 2.051 -4.652 0.125
H -0.586 -0.330 -4.110 0.064
H -1.457 -4.652 4.773 0.114
```

Values from the calculation:
HOMO-LUMO gap = 9.21 eV
LUMO energy = 0.584 eV
SMILES = CCOc1ccc(-n2c(COc3ccccc3)nnc2SCC(N)=O)cc1
energy above the lowest of the compared OMol25 structures with the same formula, charge and spin = 274.4 kJ/mol



This record from the OMol25 dataset describes C19H20N5NiS3Te as an isolated structure. The level of theory is the ωB97M-V functional and the def2-TZVPD basis.

```
49
Properties=species:S:1:pos:R:3:lowdin_charge:R:1
C 3.585 -1.762 1.761 -0.090
H -4.455 -0.623 -0.504 0.037
C 5.145 0.097 -1.061 -0.157
N -2.816 3.377 0.388 0.129
C 0.286 2.299 -1.021 -0.142
H 0.713 1.354 -1.325 0.067
H 4.433 -2.076 2.377 0.084
C 1.009 3.462 -1.121 -0.060
C 0.425 4.639 -0.659 -0.064
N 4.041 -1.255 0.491 -0.217
H -6.774 0.029 0.070 0.107
C 0.323 -3.745 -0.020 -0.899
C 0.617 -4.939 -0.614 -0.231
C -1.524 3.362 -0.114 -0.274
S -0.076 -3.942 1.633 0.931
Te 0.195 -1.895 -0.967 1.067
C 0.171 -5.631 1.543 -0.423
H 6.195 -0.072 -1.310 0.105
H 0.960 5.578 -0.700 0.110
C -2.070 -1.466 -0.891 -1.047
C -5.133 2.920 0.658 -0.016
C 0.530 -6.030 0.291 -0.194
H 2.007 3.445 -1.534 0.103
H 4.335 0.801 0.861 0.115
H 0.046 -6.243 2.422 0.062
N -3.631 1.213 -0.089 0.075
S -3.039 -2.566 -1.541 0.512
H -3.112 4.286 0.699 0.130
H 2.936 -2.615 1.576 0.065
C 4.875 -0.052 0.441 -0.133
Ni -1.728 0.321 -0.192 -0.019
H 4.247 -1.169 -2.586 0.105
C 3.689 -1.750 -0.694 -0.139
H -1.341 5.488 0.208 0.111
N -0.962 2.229 -0.521 0.057
H 0.905 -5.032 -1.652 0.100
H 3.011 -1.004 2.297 0.060
H 4.859 1.080 -1.438 0.101
C -5.972 0.747 0.151 -0.056
C -3.856 2.460 0.304 -0.277
C -0.849 4.593 -0.152 -0.014
C -4.685 0.380 -0.168 -0.104
H 5.791 -0.191 1.021 0.113
H -5.269 3.945 0.978 0.110
C -6.195 2.051 0.583 -0.065
H -7.188 2.385 0.853 0.110
N 4.286 -0.959 -1.608 -0.041
H 0.736 -7.057 0.025 0.099
S 0.326 -0.472 0.855 -0.002
```

Values from the calculation:
spin multiplicity = 2
HOMO-LUMO gap (alpha / beta) = 6.49 / 6.69 eV
LUMO energy (alpha / beta) = 0.399 / 0.388 eV
energy above the lowest of the compared OMol25 structures with the same formula, charge and spin = 142.7 kJ/mol



F_max per entry: 8.148, 1.298, 0.292 eV/A
Electronic energy per entry: -1181.995689, -1578.963539, -3980.602137 hartree